Here is C7H13N2OS as an isolated structure from the Open Molecules 2025 dataset. Energies are from the ωB97M-V functional and the def2-TZVPD basis.

Computed properties:
- E (Ha) = -857.107122
- orbital gap (eV) = 9.38
- total charge = +1
- highest occupied orbital energy (Eh) = -0.4727
- multiplicity = 1
- LUMO (eV) = -3.486

Last column: natural (NBO) charge in e.
Atoms and positions in Å:
C1 0.27889 1.54212 -0.02921  -0.21
C2 0.75505 0.36312 -0.26044  0.01
C3 -1.70731 -0.65220 0.25510  0.54
C4 -1.14631 1.78473 -0.07897  -0.44
C5 -1.95648 0.77734 0.67629  -0.45
C6 -0.11810 -2.19265 -0.79531  -0.44
C7 3.59299 0.98893 -0.05637  -0.76
N1 -0.51965 -1.00621 -0.09539  -0.37
N2 -2.75821 -1.45168 0.22157  -0.72
O1 2.32663 -1.06506 1.45195  -0.90
S1 2.39568 -0.53244 0.06574  1.22
H1 1.04326 2.35703 -0.05806  0.27
H2 -1.31362 2.73801 0.38240  0.25
H3 -1.42982 1.83069 -1.08169  0.24
H4 -3.02589 1.07634 0.50578  0.25
H5 -1.60245 0.85138 1.70146  0.26
H6 -0.74174 -2.29340 -1.72442  0.22
H7 0.86449 -1.87573 -1.08895  0.23
H8 -0.10887 -3.14101 -0.25134  0.24
H9 3.59868 1.68596 0.82269  0.26
H10 3.44342 1.35038 -1.06363  0.24
H11 4.48287 0.36403 -0.15608  0.25
H12 -3.65374 -1.11514 0.53588  0.42
H13 -2.69977 -2.38453 0.12100  0.41

Here is a 14-piece molecular cluster, C20H68N10O14 overall from the Open Molecules 2025 dataset. Energies are from the ωB97M-V functional and the def2-TZVPD basis.

Computed properties:
- E (Ha) = -2403.590793
- orbital gap (eV) = 8.62
- total charge = 0
- highest occupied orbital energy (Eh) = -0.3324
- multiplicity = 1
- LUMO (eV) = -0.430

Last column: Löwdin charge in e.
Atoms and positions in Å:
C1 -0.30946 0.30291 -0.32762  -0.03
C2 0.43254 -1.00109 -0.08462  -0.29
O1 -0.41446 -1.97009 0.47138  -0.11
H1 0.39154 0.88291 -0.89762  0.04
H2 -0.58946 0.67691 0.59238  0.03
H3 -1.16146 0.11791 -0.96862  0.07
H4 1.34354 -0.98609 0.53138  0.10
H5 0.75254 -1.42909 -0.98562  0.08
H6 0.03954 -2.83309 0.29738  0.06
C3 -3.59046 -1.56809 0.17138  -0.06
C4 -3.84546 -0.14909 0.57438  -0.33
O2 -4.58146 0.46491 -0.44762  -0.10
H7 -2.95046 -2.08909 0.90138  0.06
H8 -2.97446 -1.54709 -0.75762  0.07
H9 -4.49346 -2.13009 0.08138  0.08
H10 -2.96946 0.47091 0.59238  0.08
H11 -4.40346 -0.13009 1.48938  0.10
H12 -4.40046 1.39291 -0.47562  -0.02
C5 2.35654 -4.30409 0.23438  -0.07
C6 1.58654 -4.42009 -1.05062  -0.32
O3 0.24854 -4.37509 -0.66362  -0.09
H13 2.22654 -5.18409 0.82238  0.07
H14 2.17354 -3.41809 0.87338  0.08
H15 3.38254 -4.31009 -0.01862  0.05
H16 1.78554 -5.35109 -1.57062  0.12
H17 1.77754 -3.60109 -1.72662  0.08
H18 -0.26946 -4.20609 -1.43662  0.03
C7 1.44854 -0.53509 3.59138  -0.07
C8 1.04554 -0.27409 5.10838  -0.26
O4 1.73054 0.85291 5.59538  -0.09
H19 0.93754 -1.42409 3.30138  0.03
H20 2.51454 -0.68109 3.26638  0.09
H21 1.03354 0.22491 2.93938  0.02
H22 1.19654 -1.08709 5.79038  0.11
H23 0.01654 0.04691 5.06638  0.09
H24 2.68554 0.75991 5.55138  0.08
C9 1.31454 4.94491 0.79038  -0.06
C10 1.05054 4.04591 -0.38162  -0.33
O5 0.04454 4.66591 -1.13662  -0.06
H25 0.46954 5.07091 1.52338  0.09
H26 1.71954 5.87491 0.46738  0.07
H27 2.09054 4.47291 1.40538  0.07
H28 0.73254 3.08591 -0.09062  0.07
H29 1.94054 4.07591 -0.88962  0.09
H30 -0.11146 4.16391 -1.91962  0.05
C11 4.46354 -2.63609 -2.14462  -0.09
C12 3.69354 -1.46209 -1.76162  -0.33
O6 2.84754 -1.19109 -2.85662  -0.10
H31 3.88154 -3.47009 -2.53262  0.09
H32 4.98954 -2.91309 -1.23662  0.08
H33 5.17654 -2.44609 -2.91162  0.07
H34 4.25454 -0.57509 -1.46862  0.10
H35 3.10054 -1.71609 -0.90862  0.08
H36 3.14254 -0.38609 -3.33562  0.02
C13 -2.63646 -1.17209 3.60738  -0.67
O7 -3.06446 -2.45009 3.71438  -0.10
N1 -3.17746 -0.19409 4.33638  0.14
N2 -1.63146 -0.83809 2.91038  0.19
H37 -4.08246 -0.42909 4.86838  0.16
H38 -2.86146 0.80091 4.35938  0.09
H39 -1.25446 -1.54509 2.22538  0.11
H40 -1.43646 0.11791 2.68338  0.06
C14 -0.86946 -1.85809 -3.32162  -0.55
O8 -0.39946 -3.12209 -2.92962  -0.13
N3 -2.11146 -1.43209 -3.34562  0.15
N4 -0.07346 -0.92909 -3.79762  0.18
H41 -2.73746 -2.15009 -3.02662  0.10
H42 -2.39846 -0.39509 -3.31262  0.06
H43 0.90154 -1.14609 -3.63062  0.08
H44 -0.27046 0.02891 -4.15162  0.08
C15 2.11154 1.41191 -3.94962  -0.58
O9 1.30554 1.23691 -5.09862  -0.14
N5 3.37854 1.17691 -3.95162  0.12
N6 1.64354 1.74491 -2.78162  0.21
H45 3.89954 0.82091 -4.83962  0.20
H46 4.05054 1.37191 -3.16562  0.15
H47 0.68654 1.89791 -2.61462  0.02
H48 2.22954 1.54191 -1.97162  0.07
C16 -3.01946 3.62091 -0.48362  -0.60
O10 -3.06646 4.29391 -1.70562  -0.12
N7 -1.97346 3.51791 0.29438  0.20
N8 -4.07546 3.01791 -0.02062  0.13
H49 -1.13346 3.84291 -0.27262  0.08
H50 -1.84246 2.83891 1.05938  0.07
H51 -4.89946 3.21691 -0.57462  0.14
H52 -4.21446 2.80391 0.96338  0.14
C17 -1.78946 1.71591 -3.43562  -0.56
O11 -0.97046 2.44291 -2.57762  -0.11
N9 -2.86346 1.13091 -3.05562  0.19
N10 -1.55846 1.66291 -4.71062  0.20
H53 -3.04346 1.21091 -2.11962  0.07
H54 -3.65446 1.05691 -3.68662  0.17
H55 -0.76246 2.11891 -5.11862  0.11
H56 -2.25146 1.48491 -5.43262  0.15
C18 -0.33946 2.58591 2.97638  -0.09
O12 -1.58446 1.98991 2.61938  -0.18
H57 0.12354 1.98991 3.80538  0.08
H58 -0.50946 3.60991 3.31538  0.10
H59 0.37154 2.48391 2.13338  0.07
H60 -2.21146 2.04091 3.33238  0.07
C19 -0.68746 -4.45909 3.30238  -0.15
O13 -0.09046 -5.78009 3.40638  -0.12
H61 -1.54646 -4.39809 2.61238  0.08
H62 0.05754 -3.69709 2.92738  0.06
H63 -0.96746 -4.03909 4.27138  0.07
H64 -0.10646 -6.20909 2.57838  0.04
C20 2.88554 1.38591 0.91338  -0.16
O14 3.17154 1.35891 -0.41862  -0.12
H65 3.49754 0.67291 1.40738  0.09
H66 1.85154 1.22591 1.00738  0.03
H67 2.95454 2.33091 1.35638  0.07
H68 4.09354 1.64491 -0.52962  0.11

Here is a 10-piece molecular cluster, C16H52N8O10 overall from the Open Molecules 2025 dataset. Energies are from the ωB97M-V functional and the def2-TZVPD basis.

Computed properties:
- SMILES string = NC(N)=O.NC(N)=O.NC(N)=O.NC(N)=O.CC(C)O.CC(C)O.CC(C)O.CO.CO.CO
- E (Ha) = -1831.008523
- orbital gap (eV) = 7.43
- total charge = 0
- highest occupied orbital energy (Eh) = -0.3063
- multiplicity = 1
- LUMO (eV) = -0.910

Last column: Löwdin charge in e.
Atoms and positions in Å:
C1 -0.19808 3.05273 3.10740  -0.22
O1 -1.49574 2.74558 2.86562  -0.13
H1 0.46759 2.24346 2.80470  0.03
H2 0.10282 3.18472 4.14008  0.08
H3 0.07402 3.95341 2.47741  0.11
H4 -1.53891 2.39088 1.95751  0.05
C2 -4.64820 0.84358 1.47603  -0.11
O2 -4.71400 -0.55844 1.24034  -0.15
H5 -4.42713 1.27228 0.47831  0.08
H6 -3.96586 1.13151 2.25980  0.08
H7 -5.56853 1.23150 1.80137  0.07
H8 -4.87988 -0.97418 2.12541  0.11
C3 0.84895 -0.12877 -3.50814  -0.18
O3 0.62885 -1.23075 -2.69670  -0.13
H9 -0.05936 0.28817 -3.96577  0.08
H10 1.49618 -0.18793 -4.37973  0.06
H11 1.27940 0.65672 -2.87580  0.05
H12 1.39262 -1.43304 -2.14653  -0.01
C4 0.38519 -0.87712 3.45419  -0.56
O4 1.18625 -0.04759 4.26832  -0.12
N1 0.84319 -1.85659 2.75933  0.11
N2 -0.86685 -0.63574 3.23105  0.22
H13 1.75608 -2.23626 3.08226  0.16
H14 0.11570 -2.55418 2.49554  0.09
H15 -1.35656 0.14100 3.67930  0.14
H16 -1.44223 -1.17940 2.61662  0.07
C5 -1.79202 -2.74592 0.77167  -0.61
O5 -1.48361 -2.31266 -0.47588  -0.04
N3 -2.83563 -2.45028 1.49539  0.16
N4 -1.01004 -3.58764 1.41580  0.13
H17 -3.50654 -1.66555 1.18682  0.10
H18 -2.99350 -2.76777 2.46013  0.13
H19 -0.26837 -4.01919 0.86900  0.14
H20 -1.20700 -4.08219 2.23919  0.11
C6 2.64129 -1.74603 -0.33707  -0.57
O6 2.96810 -1.80976 -1.66792  -0.05
N5 3.48346 -1.96654 0.59905  0.14
N6 1.42254 -1.79493 0.18207  0.17
H21 4.46981 -1.98595 0.33169  0.16
H22 3.22274 -2.19629 1.53456  0.10
H23 1.12658 -1.69269 1.18705  0.05
H24 0.66558 -1.94040 -0.45545  0.06
C7 3.49512 1.43351 2.26214  -0.69
O7 4.46879 2.04399 1.45842  -0.14
N7 2.99985 2.05949 3.21780  0.20
N8 3.15388 0.23078 2.20665  0.16
H25 3.38973 2.98848 3.34041  0.15
H26 2.45265 1.67720 3.85718  0.03
H27 3.47141 -0.37412 1.35322  0.11
H28 2.49417 -0.24092 2.85711  0.07
C8 -1.55413 2.33196 -1.11415  0.00
C9 -0.79957 1.29940 -0.26672  -0.62
C10 0.70729 1.53684 -0.05331  0.01
O8 -1.41798 0.95391 0.75955  0.00
H29 -1.19156 2.21231 -2.13311  0.08
H30 -0.99371 3.23140 -0.75049  0.09
H31 -2.60238 2.48131 -0.93703  0.07
H32 -0.86581 0.36631 -0.89165  0.13
H33 1.12817 0.75996 0.57248  0.05
H34 0.83576 2.53949 0.42502  0.10
H35 1.36085 1.43612 -0.84900  0.03
H36 -0.94894 0.27476 1.15276  0.04
C11 4.26910 1.33102 -1.84638  -0.01
C12 5.24260 0.48339 -2.72682  -0.65
C13 4.82781 0.57558 -4.19329  -0.04
O9 6.42544 0.71690 -2.47012  0.05
H37 3.22913 1.33903 -2.03402  0.03
H38 4.46171 2.40977 -1.79201  0.10
H39 4.42642 0.90915 -0.90038  0.03
H40 5.11454 -0.54324 -2.44534  0.11
H41 5.58172 0.20346 -4.94318  0.09
H42 4.65088 1.59577 -4.49066  0.07
H43 3.94806 -0.04065 -4.36697  0.06
H44 6.96491 0.02405 -2.85310  0.12
C14 -3.62204 -0.36408 -2.01102  -0.03
C15 -4.94953 -1.07759 -2.04671  -0.63
C16 -6.24035 -0.27101 -1.99156  -0.04
O10 -5.06433 -1.73492 -3.14097  0.00
H45 -3.41711 0.16847 -1.04843  0.06
H46 -3.62391 0.26418 -2.86439  0.08
H47 -2.87140 -1.15626 -2.13834  0.08
H48 -5.01209 -1.91096 -1.25212  0.15
H49 -6.31523 0.39025 -2.84810  0.08
H50 -6.21852 0.39681 -1.03601  0.10
H51 -7.12440 -0.89737 -2.04539  0.07
H52 -4.58591 -2.52573 -3.06602  0.09

Here is C16H16MgN6S2 as an isolated structure from the Open Molecules 2025 dataset. Energies are from the ωB97M-V functional and the def2-TZVPD basis.

Computed properties:
- E (Ha) = -1944.418706
- orbital gap (eV) = 3.86
- total charge = -2
- highest occupied orbital energy (Eh) = 0.0294
- multiplicity = 1
- LUMO (eV) = 4.655

Last column: natural (NBO) charge in e.
Atoms and positions in Å:
Mg1 -0.33695 -0.17069 -0.11650  1.72
N1 -1.64763 3.94683 -1.83491  -0.83
C1 -1.18173 2.67860 -1.49780  0.27
S1 -2.30184 1.55334 -0.86580  -0.44
N2 0.12339 2.56388 -1.67369  -0.49
N3 0.61155 1.34466 -1.29123  -0.32
C2 1.87182 1.16809 -1.50019  -0.01
C3 2.48536 -0.08201 -1.07357  0.17
C4 3.84993 -0.32990 -1.22829  -0.25
C5 4.36581 -1.52793 -0.77967  -0.18
C6 3.50661 -2.45599 -0.18434  -0.28
C7 2.16931 -2.13296 -0.06170  0.08
N4 1.65839 -0.97552 -0.48740  -0.50
H1 -2.49134 4.19615 -1.34546  0.38
H2 -0.91571 4.64193 -1.81362  0.37
H3 2.47451 1.96017 -1.93861  0.17
H4 4.47985 0.42131 -1.68846  0.20
H5 5.42275 -1.74210 -0.88795  0.20
H6 3.86360 -3.41198 0.17445  0.21
H7 1.46268 -2.81149 0.40130  0.22
S2 -0.82549 -4.03999 -2.77755  -0.42
C8 -1.03241 -2.79174 -1.70462  0.17
N5 -1.19834 -1.92782 -0.93828  -0.70
C9 2.38959 1.52290 2.15437  -0.62
C10 1.47229 1.19331 3.29328  -0.16
C11 1.78817 1.54114 4.58921  -0.21
C12 0.96219 1.24330 5.68063  -0.42
C13 -0.22820 0.56157 5.39698  -0.21
C14 -0.59654 0.18908 4.12258  -0.17
C15 -1.87853 -0.53893 3.85445  -0.61
C16 0.24118 0.48164 2.96567  0.29
N6 -0.09715 0.13929 1.75845  -1.29
H8 3.23446 2.12786 2.50006  0.17
H9 1.85684 2.06141 1.36253  0.21
H10 2.78189 0.61940 1.67292  0.19
H11 2.72353 2.07500 4.75985  0.16
H12 1.22826 1.53070 6.69071  0.17
H13 -0.90285 0.31224 6.21683  0.16
H14 -2.44590 -0.69401 4.77822  0.17
H15 -1.69327 -1.51078 3.38216  0.20
H16 -2.49951 0.00683 3.13620  0.21